Formula: C5H7NO3
Source: OMol25
Level of theory: the ωB97M-V functional and the def2-TZVPD basis

* E: -12928.947 eV
* SMILES: C[C@]12NCC(=O)[C@@]1(O)O2
* frontier orbital gap: 10.1 eV
* net charge: 0
* HOMO energy: -9.32 eV
* spin multiplicity: 1
* LUMO: 0.8 eV

```
16
C5H7NO3 (the ωB97M-V functional and the def2-TZVPD basis)
H -2.889 0.047 0.192
O 0.786 2.100 -0.213
O -0.221 0.289 -1.350
H 1.233 -2.081 -0.715
H -2.211 1.736 -0.195
O 2.942 -0.051 -0.151
H 1.582 -2.109 0.985
H 1.501 2.485 -0.814
C -1.980 0.723 0.334
H -1.155 -1.839 0.420
C 1.013 -1.563 0.162
C -0.714 0.044 -0.092
C 0.606 0.719 -0.351
N -0.363 -1.241 0.492
H -1.896 0.926 1.446
C 1.767 -0.185 -0.148
```

---

Formula: C32H76N11O12
Source: OMol25
Level of theory: the ωB97M-V functional and the def2-TZVPD basis

* E: -75383.971 eV
* frontier orbital gap: 5.9 eV
* net charge: -1
* HOMO energy: -4.11 eV
* spin multiplicity: 1
* LUMO: 1.8 eV

```
131
C32H76N11O12 (the ωB97M-V functional and the def2-TZVPD basis)
C 21.626 -23.782 -20.884
H 19.344 -19.393 -22.676
H 25.216 -20.495 -19.855
H 21.055 -14.249 -22.104
H 20.320 -22.841 -29.412
H 23.015 -24.439 -23.449
C 22.671 -18.154 -22.338
C 23.772 -13.306 -21.672
H 18.289 -19.735 -21.318
C 20.064 -22.039 -28.718
N 20.508 -14.817 -22.731
C 19.262 -23.557 -20.035
H 24.934 -15.104 -22.209
H 22.570 -26.862 -24.831
H 24.761 -15.949 -24.946
H 19.384 -21.372 -29.243
H 20.928 -23.094 -19.034
O 22.894 -12.860 -20.928
C 26.904 -21.405 -24.864
H 22.263 -17.290 -22.872
H 23.401 -21.992 -25.760
H 21.370 -14.483 -19.812
H 22.868 -14.717 -24.667
H 15.800 -17.768 -21.869
C 23.592 -20.496 -22.698
H 21.696 -22.857 -26.994
H 22.608 -26.493 -26.501
H 25.637 -23.823 -24.405
H 26.536 -19.588 -19.205
H 27.060 -17.567 -25.436
N 25.764 -16.015 -24.844
H 20.358 -15.369 -18.654
C 23.538 -18.283 -18.621
O 26.574 -22.671 -20.251
H 18.311 -23.879 -25.488
H 18.318 -22.396 -18.517
H 27.595 -22.242 -26.627
H 17.592 -24.011 -18.768
O 27.423 -20.289 -24.811
H 21.222 -24.230 -21.786
H 22.852 -19.124 -18.747
C 18.040 -23.105 -24.770
C 21.284 -21.315 -28.205
C 26.957 -21.622 -19.748
H 23.447 -10.719 -22.121
H 23.903 -25.820 -25.405
C 17.379 -18.829 -22.917
H 25.532 -18.151 -24.792
H 23.798 -10.999 -23.840
C 24.160 -11.148 -22.818
C 18.520 -23.450 -18.716
H 24.233 -18.441 -17.807
H 22.070 -13.253 -24.029
C 26.613 -22.015 -26.202
H 23.396 -19.024 -24.174
H 19.744 -22.658 -22.753
O 25.844 -13.776 -24.651
H 24.108 -21.716 -27.388
N 28.072 -21.564 -18.989
H 23.264 -20.433 -26.538
O 21.600 -20.212 -28.644
H 28.266 -13.892 -25.175
C 26.175 -23.419 -23.552
O 21.548 -19.717 -23.793
C 19.162 -22.128 -24.650
C 26.280 -20.284 -20.006
H 23.568 -21.307 -23.429
N 20.615 -23.535 -19.882
C 24.120 -14.767 -21.564
O 18.673 -23.685 -21.095
H 20.745 -21.467 -23.608
H 27.046 -24.054 -23.366
C 21.390 -15.126 -18.937
H 24.026 -18.152 -19.591
O 22.414 -16.904 -17.090
H 23.663 -17.870 -21.955
O 17.388 -18.580 -24.100
N 22.505 -24.047 -24.218
H 25.116 -10.629 -22.710
H 21.990 -23.194 -24.018
C 22.846 -26.069 -25.531
H 19.113 -23.845 -17.892
H 28.289 -15.613 -25.604
H 17.111 -22.610 -25.048
H 26.101 -21.266 -26.795
C 22.075 -24.781 -25.266
C 21.924 -14.182 -24.583
H 19.533 -16.663 -22.352
H 18.469 -15.286 -22.191
H 19.706 -15.529 -20.979
N 22.071 -21.993 -27.359
O 20.162 -15.775 -24.728
H 26.346 -19.830 -20.990
N 22.102 -16.348 -19.248
C 22.660 -17.100 -18.281
C 19.499 -15.618 -22.045
H 21.991 -18.333 -21.497
H 17.807 -23.644 -23.843
N 20.000 -22.181 -23.603
H 26.676 -17.529 -23.697
C 27.939 -14.885 -24.874
N 26.604 -22.036 -23.718
H 22.292 -22.928 -21.016
H 22.327 -24.548 -20.521
C 22.751 -19.344 -23.318
H 19.497 -22.414 -27.862
H 21.787 -14.580 -18.086
H 25.575 -23.506 -22.647
C 23.262 -21.508 -26.725
H 24.966 -13.061 -23.282
H 22.187 -16.617 -20.214
C 26.425 -14.865 -24.765
O 19.391 -21.390 -25.605
H 23.069 -20.878 -21.808
H 26.620 -21.547 -22.841
H 26.077 -22.961 -26.253
N 18.440 -19.305 -22.206
H 28.454 -20.697 -18.666
N 24.341 -12.562 -22.636
H 24.549 -14.946 -20.576
C 16.086 -18.787 -22.129
H 15.335 -19.270 -22.751
H 28.402 -15.033 -23.897
H 23.182 -15.295 -21.690
H 24.591 -20.156 -22.414
O 21.071 -24.542 -25.927
H 28.536 -22.435 -18.794
H 21.638 -13.869 -25.587
C 26.281 -17.367 -24.703
C 20.818 -15.028 -24.021
H 16.126 -19.344 -21.189
```

---

Formula: C3HFO2Yb
Source: OMol25
Level of theory: the ωB97M-V functional and the def2-TZVPD basis

* E: -41444.284 eV
* frontier orbital gap: 6.8 eV
* net charge: +2
* HOMO energy: -17.30 eV
* spin multiplicity: 1
* LUMO: -10.5 eV

```
8
C3HFO2Yb (the ωB97M-V functional and the def2-TZVPD basis)
C -2.965 -0.589 2.131
O -2.228 -0.890 1.319
C 2.130 1.444 -1.936
C 1.580 1.495 -0.570
H 2.669 2.002 -0.316
O 1.106 2.198 -1.827
F 0.511 0.753 -0.070
Yb -0.571 -1.326 -0.386
```

---

Formula: C11H19NO
Source: OMol25
Level of theory: the ωB97M-V functional and the def2-TZVPD basis

* E: -15244.641 eV
* frontier orbital gap: 8.1 eV
* net charge: 0
* HOMO energy: -7.39 eV
* spin multiplicity: 1
* LUMO: 0.7 eV

```
32
C11H19NO (the ωB97M-V functional and the def2-TZVPD basis)
H -2.431 -1.499 -1.594
C -2.718 -1.184 -0.582
C 2.492 -1.164 -0.440
H -2.820 2.396 -0.709
C -2.909 0.594 1.267
H -2.225 -1.871 0.141
C -2.325 0.239 -0.180
C -3.009 1.364 -1.161
H -3.986 0.757 1.441
C 1.282 0.852 -0.079
H -2.751 -0.222 1.987
H -2.436 1.531 1.539
H -2.395 1.404 -2.124
C 0.227 -0.664 -1.668
H -0.687 -1.041 -1.949
H 1.182 1.916 0.289
H -4.095 1.125 -1.202
H 4.006 0.915 1.211
O 2.754 -1.940 0.493
H 0.696 -0.106 -2.528
C 2.831 -1.542 1.902
N 0.131 0.299 -0.579
H -3.828 -1.144 -0.437
C -0.882 0.747 0.071
H 0.733 -1.433 -1.209
H 4.622 0.479 -0.438
H 2.939 -0.370 1.978
C 3.806 0.983 0.161
H 1.916 -1.774 2.323
H 3.606 -2.010 2.411
H 3.747 2.058 -0.170
C 2.528 0.308 -0.165
```

---

Formula: C2H18B3N2O4Tl
Source: OMol25
Level of theory: the ωB97M-V functional and the def2-TZVPD basis

* E: -20243.592 eV
* frontier orbital gap (spin up / spin down): 7.8 / 4.3 eV
* net charge: -1
* HOMO energy (spin up / spin down): -5.51 / -5.46 eV
* spin multiplicity: 2
* LUMO (spin up / spin down): 2.3 / -1.1 eV

```
30
C2H18B3N2O4Tl (the ωB97M-V functional and the def2-TZVPD basis)
B 2.731 -2.480 -0.620
O 1.573 1.802 0.558
O -0.516 2.274 0.798
C 1.059 3.767 1.628
H 0.189 -0.603 -3.805
H -4.161 -2.476 0.429
N -3.457 -0.488 0.425
H 0.251 -0.107 1.552
H 1.824 -0.654 1.197
Tl 0.331 -0.302 -1.137
C -3.936 -1.713 1.174
H 3.108 -3.461 -0.865
N 0.682 2.502 0.955
H 1.352 -0.550 2.957
O -2.263 -0.368 0.271
B 0.216 0.434 -4.103
H 2.111 3.912 1.380
H -0.719 0.903 -3.837
B 1.044 -0.729 1.939
H 0.734 -1.763 1.905
H 1.023 0.915 -3.573
O -4.251 0.403 0.153
H -3.273 -2.062 1.965
H 0.860 3.702 2.697
H -4.954 -1.448 1.458
H 0.357 0.473 -5.172
H 0.358 4.459 1.162
H 1.713 -2.503 -0.263
H 2.704 -1.761 -1.424
H 3.309 -2.077 0.198
```

---

Formula: C5H7N
Source: OMol25
Level of theory: the ωB97M-V functional and the def2-TZVPD basis

* E: -6787.104 eV
* SMILES: C[C@@H]1C[C@H]1C#N
* frontier orbital gap: 11.7 eV
* net charge: 0
* HOMO energy: -10.74 eV
* spin multiplicity: 1
* LUMO: 0.9 eV

```
13
C5H7N (the ωB97M-V functional and the def2-TZVPD basis)
C -0.005 -1.136 0.451
C -0.455 0.187 -0.177
H -0.398 -2.047 -0.136
C -0.950 1.316 0.688
H -0.262 1.484 1.493
H 1.736 0.247 0.313
C 0.952 -0.239 -0.281
C 1.467 -0.700 -1.576
N 1.791 -1.234 -2.576
H -1.938 0.968 1.089
H -1.111 -0.032 -1.031
H -1.030 2.349 0.226
H 0.204 -1.163 1.518
```